--- w ---
{"formula": "C37H32Cl2FN2", "method": "wB97M-V/def2-TZVPD", "total_charge": 1, "e_homo_ev": -10.6, "orbital_gap_ev": 4.76, "species": ["Cl", "C", "C", "C", "C", "C", "C", "C", "C", "C", "C", "C", "Cl", "C", "C", "C", "C", "H", "H", "H", "H", "H", "H", "H", "H", "H", "H", "H", "F", "C", "C", "C", "C", "C", "C", "C", "C", "C", "C", "C", "C", "C", "C", "C", "C", "C", "N", "C", "C", "C", "N", "C", "C", "H", "H", "H", "H", "H", "H", "H", "H", "H", "H", "H", "H", "H", "H", "H", "H", "H", "H", "H", "H", "H"], "coordinates": [[-5.214, 4.495, -3.335], [-3.694, 3.718, -3.317], [-3.624, 2.315, -3.348], [-2.384, 1.687, -3.319], [-1.175, 2.435, -3.260], [0.092, 1.768, -3.200], [1.309, 2.428, -3.311], [2.530, 1.772, -3.234], [3.795, 2.434, -3.271], [4.998, 1.675, -3.301], [6.241, 2.292, -3.336], [6.322, 3.696, -3.336], [7.846, 4.461, -3.368], [5.154, 4.474, -3.307], [3.908, 3.854, -3.275], [-1.281, 3.856, -3.243], [-2.521, 4.487, -3.269], [-4.541, 1.733, -3.391], [-2.317, 0.596, -3.358], [0.089, 0.676, -3.155], [1.309, 3.506, -3.489], [2.529, 0.683, -3.153], [4.920, 0.586, -3.301], [7.155, 1.703, -3.361], [5.229, 5.558, -3.308], [3.008, 4.468, -3.244], [-0.377, 4.464, -3.199], [-2.589, 5.571, -3.249], [-0.542, -2.563, -0.637], [-0.863, -2.330, 0.739], [-2.207, -3.039, 1.026], [-2.747, -3.937, 0.102], [-3.940, -4.605, 0.388], [-4.588, -4.395, 1.609], [-4.044, -3.504, 2.540], [-2.862, -2.812, 2.239], [0.307, -2.867, 1.560], [0.151, -3.864, 2.520], [1.263, -4.294, 3.256], [2.525, -3.760, 2.996], [2.682, -2.802, 1.988], [1.579, -2.375, 1.255], [-0.975, -0.783, 0.839], [-2.144, -0.222, -0.003], [-2.812, 0.853, 0.841], [-1.925, 1.021, 2.075], [-1.174, -0.249, 2.186], [-0.061, -0.203, 3.083], [1.065, 0.577, 2.781], [2.160, 0.534, 3.656], [2.141, -0.194, 4.761], [1.066, -0.905, 5.089], [-0.082, -0.925, 4.287], [-2.230, -4.122, -0.839], [-4.343, -5.294, -0.354], [-5.514, -4.930, 1.833], [-4.525, -3.341, 3.505], [-2.421, -2.101, 2.941], [-0.836, -4.287, 2.712], [1.119, -5.045, 4.033], [3.392, -4.086, 3.574], [3.662, -2.378, 1.761], [1.694, -1.654, 0.443], [-0.035, -0.370, 0.422], [-1.710, 0.196, -0.921], [-2.848, -1.012, -0.291], [-2.900, 1.794, 0.288], [-3.817, 0.537, 1.145], [-1.227, 1.865, 1.921], [-2.483, 1.212, 3.001], [1.114, 1.169, 1.872], [3.061, 1.107, 3.439], [1.097, -1.482, 6.017], [-0.945, -1.528, 4.558]]}

---

--- x ---
{"formula": "C37H32Cl2FN2", "method": "wB97M-V/def2-TZVPD", "total_charge": 1, "e_homo_ev": -11.0, "orbital_gap_ev": 6.22, "species": ["Cl", "C", "C", "C", "C", "C", "C", "C", "C", "C", "C", "C", "Cl", "C", "C", "C", "C", "H", "H", "H", "H", "H", "H", "H", "H", "H", "H", "H", "F", "C", "C", "C", "C", "C", "C", "C", "C", "C", "C", "C", "C", "C", "C", "C", "C", "C", "N", "C", "C", "C", "N", "C", "C", "H", "H", "H", "H", "H", "H", "H", "H", "H", "H", "H", "H", "H", "H", "H", "H", "H", "H", "H", "H", "H"], "coordinates": [[3.192, -3.300, 4.017], [2.717, -2.721, 2.462], [2.836, -1.368, 2.130], [2.337, -0.876, 0.911], [1.771, -1.761, -0.029], [1.088, -1.346, -1.289], [1.481, -2.014, -2.497], [1.318, -1.418, -3.721], [1.876, -2.008, -4.908], [1.996, -1.251, -6.094], [2.597, -1.783, -7.232], [3.064, -3.111, -7.200], [3.937, -3.710, -8.536], [2.892, -3.911, -6.057], [2.281, -3.368, -4.927], [1.772, -3.123, 0.285], [2.188, -3.606, 1.524], [3.338, -0.709, 2.830], [2.457, 0.184, 0.676], [0.869, -0.283, -1.278], [1.976, -2.991, -2.359], [0.897, -0.403, -3.781], [1.560, -0.251, -6.100], [2.740, -1.159, -8.107], [3.277, -4.927, -6.030], [2.056, -3.995, -4.063], [1.399, -3.812, -0.471], [2.137, -4.664, 1.740], [0.913, 2.698, 1.580], [-0.460, 2.305, 1.614], [-1.127, 3.058, 2.771], [-0.515, 4.160, 3.372], [-1.086, 4.717, 4.517], [-2.280, 4.206, 5.035], [-2.919, 3.140, 4.400], [-2.355, 2.589, 3.247], [-1.055, 2.647, 0.260], [-2.279, 3.313, 0.140], [-2.817, 3.524, -1.135], [-2.112, 3.117, -2.269], [-0.854, 2.512, -2.146], [-0.314, 2.309, -0.879], [-0.418, 0.787, 1.907], [0.255, 0.550, 3.286], [-0.419, -0.685, 3.870], [-1.808, -0.712, 3.252], [-1.703, 0.007, 1.945], [-1.983, -0.751, 0.802], [-1.593, -2.106, 0.690], [-1.103, -2.476, -0.545], [-0.849, -1.550, -1.502], [-1.789, -0.559, -1.556], [-2.336, -0.094, -0.386], [0.414, 4.569, 2.968], [-0.595, 5.553, 5.015], [-2.719, 4.650, 5.931], [-3.853, 2.732, 4.792], [-2.868, 1.785, 2.717], [-2.824, 3.666, 1.018], [-3.781, 4.033, -1.235], [-2.526, 3.292, -3.264], [-0.279, 2.223, -3.033], [0.693, 1.905, -0.768], [0.182, 0.320, 1.098], [1.335, 0.414, 3.126], [0.112, 1.435, 3.927], [0.139, -1.592, 3.590], [-0.473, -0.633, 4.968], [-2.240, -1.718, 3.147], [-2.480, -0.094, 3.862], [-1.489, -2.752, 1.558], [-0.816, -3.515, -0.716], [-2.052, -0.107, -2.520], [-2.925, 0.812, -0.349]]}

---

Short version: w is the most stable of them.

---

--- w ---
{"formula": "C25H38P2Pt", "method": "wB97M-V/def2-TZVPD", "total_charge": 2, "e_homo_ev": [-9.3, -12.2], "s2": 6.0354, "orbital_gap_ev": [2.75, 3.00], "spin_multiplicity": 5, "species": ["P", "P", "C", "C", "H", "H", "H", "H", "C", "H", "H", "H", "C", "H", "H", "H", "C", "H", "H", "H", "C", "H", "H", "H", "Pt", "C", "C", "C", "C", "C", "C", "C", "C", "C", "H", "H", "H", "H", "H", "H", "H", "H", "H", "H", "H", "H", "H", "H", "H", "C", "C", "C", "C", "C", "C", "C", "C", "C", "C", "H", "H", "H", "H", "H", "H", "H"], "coordinates": [[0.156, -3.384, 1.380], [-0.074, 3.592, 0.894], [-0.416, 0.801, -0.375], [0.056, 2.233, -0.461], [0.213, 0.159, 0.275], [-1.436, 0.715, 0.020], [1.139, 2.207, -0.614], [-0.382, 2.723, -1.334], [-1.521, 4.643, 0.495], [-2.157, 4.761, 1.395], [-2.112, 4.144, -0.291], [-1.227, 5.646, 0.133], [1.657, 4.228, 0.626], [1.817, 5.011, -0.150], [2.268, 3.357, 0.284], [2.078, 4.648, 1.548], [-0.099, -5.011, 0.630], [0.478, -5.691, 1.244], [0.366, -4.982, -0.370], [-1.159, -5.311, 0.597], [1.839, -3.602, 1.996], [2.225, -2.675, 2.447], [2.439, -3.970, 1.166], [1.634, -4.358, 2.752], [-0.323, -0.299, -2.271], [0.314, 0.861, -3.754], [-1.133, 0.809, -3.712], [-1.880, -0.068, -4.690], [-1.599, -1.608, -4.501], [-0.934, -1.977, -3.177], [0.533, -1.944, -3.127], [1.253, -1.492, -4.397], [1.055, 0.030, -4.779], [-0.495, -2.962, 3.001], [0.801, 1.779, -3.396], [-1.650, 1.702, -3.335], [-1.656, 0.250, -5.716], [-2.962, 0.097, -4.536], [-2.567, -2.123, -4.582], [-0.968, -1.962, -5.332], [-1.410, -2.678, -2.469], [1.028, -2.669, -2.453], [0.954, -2.109, -5.260], [2.332, -1.628, -4.243], [2.058, 0.451, -4.949], [0.513, 0.140, -5.730], [-0.010, -2.010, 3.282], [-0.134, -3.795, 3.602], [-1.586, -2.906, 2.949], [2.156, 0.082, 4.339], [2.458, 0.453, 3.011], [1.515, 1.158, 2.267], [0.235, 1.496, 2.812], [-0.716, 2.443, 2.228], [-2.092, 2.208, 2.471], [-2.498, 1.374, 3.537], [-1.560, 0.713, 4.333], [-0.172, 0.802, 4.011], [0.856, 0.231, 4.822], [2.947, -0.353, 4.969], [3.447, 0.225, 2.580], [1.757, 1.430, 1.232], [-2.861, 2.656, 1.830], [-3.558, 1.267, 3.790], [-1.839, 0.121, 5.220], [0.607, -0.074, 5.838]]}

---

--- x ---
{"formula": "C25H38P2Pt", "method": "wB97M-V/def2-TZVPD", "total_charge": 2, "e_homo_ev": [-11.9, -13.9], "s2": 6.0504, "orbital_gap_ev": [5.17, 5.73], "spin_multiplicity": 5, "species": ["P", "P", "C", "C", "H", "H", "H", "H", "C", "H", "H", "H", "C", "H", "H", "H", "C", "H", "H", "H", "C", "H", "H", "H", "Pt", "C", "C", "C", "C", "C", "C", "C", "C", "C", "H", "H", "H", "H", "H", "H", "H", "H", "H", "H", "H", "H", "H", "H", "H", "C", "C", "C", "C", "C", "C", "C", "C", "C", "C", "H", "H", "H", "H", "H", "H", "H"], "coordinates": [[-2.781, 1.031, -0.783], [2.239, -0.157, 0.882], [-0.693, -0.431, 1.166], [0.675, -0.486, 1.723], [-0.998, -1.272, 0.458], [-1.632, -0.201, 1.698], [0.673, 0.314, 2.471], [0.928, -1.464, 2.120], [3.064, -1.387, -0.205], [4.075, -1.213, -0.670], [2.376, -1.627, -1.054], [3.106, -2.228, 0.522], [3.142, 0.131, 2.426], [3.695, -0.788, 2.548], [2.362, 0.153, 3.178], [3.754, 1.016, 2.587], [-3.473, 0.545, -2.372], [-3.733, 1.432, -2.939], [-4.254, -0.167, -2.104], [-2.721, 0.041, -3.008], [-3.754, 1.387, 0.648], [-3.302, 1.213, 1.623], [-4.636, 0.756, 0.574], [-4.031, 2.436, 0.592], [-0.807, -0.068, -0.919], [-0.359, -3.233, 0.614], [0.165, -2.965, -0.616], [-0.350, -3.574, -1.884], [-1.839, -3.247, -2.240], [-2.322, -1.965, -1.586], [-3.014, -1.866, -0.414], [-3.058, -2.991, 0.605], [-1.767, -3.821, 0.896], [-1.001, 2.237, -1.491], [0.235, -3.120, 1.554], [1.100, -2.426, -0.660], [-0.305, -4.671, -1.804], [0.292, -3.208, -2.701], [-1.851, -3.033, -3.330], [-2.541, -4.121, -2.111], [-2.245, -1.213, -2.369], [-3.636, -0.969, -0.158], [-3.841, -3.703, 0.283], [-3.439, -2.558, 1.550], [-1.785, -4.009, 1.992], [-1.838, -4.813, 0.405], [-0.487, 3.069, -0.932], [-2.083, 2.572, -1.601], [-0.544, 2.270, -2.494], [2.340, 4.660, 2.297], [1.241, 3.808, 2.475], [1.068, 2.722, 1.625], [1.980, 2.411, 0.575], [1.966, 1.206, -0.246], [2.574, 1.246, -1.510], [3.582, 2.163, -1.771], [3.870, 3.160, -0.855], [3.024, 3.332, 0.289], [3.175, 4.412, 1.213], [2.556, 5.469, 3.012], [0.548, 4.013, 3.290], [0.158, 2.138, 1.741], [2.234, 0.566, -2.257], [4.147, 2.189, -2.681], [4.702, 3.881, -0.937], [4.072, 5.020, 1.073]]}

---

Short version: w is the most stable of them.

---

--- w ---
{"formula": "CH3ClN2O2", "method": "wB97M-V/def2-TZVPD", "smiles": "NNOC(=O)Cl", "total_charge": 0, "e_homo_ev": -10.1, "orbital_gap_ev": 10.83, "species": ["N", "N", "O", "C", "O", "Cl", "H", "H", "H"], "coordinates": [[1.845, 0.322, -0.062], [0.807, -0.176, 0.694], [-0.489, 0.469, 0.226], [-1.595, -0.313, -0.160], [-1.501, -1.456, -0.433], [-3.073, 0.654, -0.204], [1.565, 0.339, -0.992], [1.908, 1.349, 0.188], [0.533, -1.187, 0.743]]}

---

--- x ---
{"formula": "CH3ClN2O2", "method": "wB97M-V/def2-TZVPD", "total_charge": 0, "e_homo_ev": [-9.0, -9.2], "orbital_gap_ev": [8.14, 8.38], "species": ["C", "N", "N", "O", "O", "Cl", "H", "H", "H"], "coordinates": [[-1.470, -0.323, 0.641], [0.885, -0.574, -0.646], [0.617, -1.011, 0.418], [1.173, -1.622, 1.295], [2.188, -0.843, -1.179], [-2.324, -0.728, -0.746], [-1.565, -1.051, 1.553], [-1.256, 0.773, 0.871], [2.142, -0.066, -1.804]]}

---

Short version: w is the most stable of them.